No. 1
{"formula": "C2H8N2O3", "method": "ωB97M-V/def2-TZVPD", "symbols": ["H", "N", "H", "O", "H", "C", "H", "O", "H", "H", "H", "N", "O", "H", "C"], "positions_angstrom": [[-2.805891, 1.529990, 1.599720], [-0.863593, 0.305800, -0.971832], [2.303295, -1.610225, -0.944646], [-1.858305, -0.036028, 0.905324], [0.555363, -1.394561, 0.789832], [1.318784, -1.211042, -1.200901], [-0.947608, 1.532035, 1.730159], [1.348185, 0.437868, 0.608610], [1.454183, -0.459099, -1.982304], [1.406649, 1.166126, -0.028306], [-0.735002, -0.353359, 0.646447], [-1.857714, 1.277858, 1.341458], [-0.669759, 1.451500, -0.905865], [0.709678, -2.018506, -1.608389], [0.641736, -0.618357, 0.020692]], "forces_ev_per_angstrom": [[0.9, 0.2, 0.5], [0.7, 0.8, 0.1], [-0.1, 0.0, 0.0], [2.3, -1.1, -0.1], [-0.3, 0.0, 0.1], [-0.2, 0.1, 0.1], [-1.3, 0.2, 0.6], [-0.3, 0.0, 0.0], [0.0, 0.0, 0.0], [-0.1, 0.0, 0.0], [-3.2, 0.9, 0.4], [0.6, -0.2, -1.0], [0.0, -1.5, 0.1], [0.0, 0.0, 0.0], [0.9, 0.5, -0.8]], "mulliken_charge": [0.22, 0.06, 0.34, -0.48, 0.42, -1.17, 0.23, -0.49, 0.33, 0.37, 0.29, -0.30, -0.20, 0.32, 0.07], "lumo_energy_ev": [0.528, 0.529]}

No. 2
{"formula": "C5H14NO4", "method": "ωB97M-V/def2-TZVPD", "symbols": ["H", "N", "H", "C", "C", "C", "H", "C", "H", "O", "H", "O", "H", "H", "H", "H", "H", "H", "H", "O", "H", "H", "O", "C"], "positions_angstrom": [[-0.302064, 2.733355, -1.551311], [-0.117402, 0.201178, -0.790762], [1.144560, 1.920911, -2.697556], [0.077667, 2.026420, -2.329346], [-0.095921, -1.951326, 0.593135], [-0.619579, 0.676975, -2.005119], [2.996302, 0.094963, 2.481358], [-0.747224, -0.547083, 0.209711], [1.206021, 2.041684, 0.909564], [-1.321344, 0.135671, -2.818133], [0.072739, -1.083490, 2.517422], [3.096927, -0.785571, 2.066556], [-2.967264, 0.265276, 0.402959], [-2.745924, -1.400134, 0.788890], [2.710909, -0.510874, 1.241072], [-2.511920, -1.001398, -0.846715], [-0.486008, 0.047572, 1.223669], [-0.445049, 2.533510, -3.170366], [-0.889795, -2.767663, 0.467386], [0.193053, -2.020948, 2.046998], [0.777651, -1.992068, -0.008019], [1.480546, 0.767996, 0.169529], [1.845584, 1.262481, 0.905418], [-2.352472, -0.647442, 0.193654]], "forces_ev_per_angstrom": [[1.7, -0.4, 0.1], [-0.2, 1.4, -2.0], [-1.1, 0.4, 1.4], [-1.4, 0.8, -1.2], [-2.8, 1.0, 1.9], [3.3, -0.5, 3.1], [0.2, -0.7, 0.1], [-1.2, 0.5, 3.2], [1.3, -1.6, 0.0], [-2.0, -0.8, -1.3], [0.4, -2.8, -2.1], [0.4, 0.8, 0.9], [1.0, -0.4, -0.4], [-0.3, -1.5, 1.6], [-0.3, -0.4, -0.7], [-0.5, 0.5, 0.4], [-0.6, -0.9, -1.4], [0.2, -0.8, -0.2], [1.5, 0.8, -0.4], [-0.5, 2.2, 0.2], [0.9, -0.7, -0.3], [-1.1, -0.6, -1.2], [-0.6, 2.7, 0.9], [1.5, 1.1, -2.5]], "mulliken_charge": [0.25, -0.49, 0.20, -0.97, -0.58, 0.28, 0.30, 0.70, 0.27, -0.67, 0.31, -0.65, 0.29, 0.44, 0.36, 0.36, -0.08, 0.35, 0.33, -0.50, 0.31, 0.40, -0.72, -1.50], "lumo_energy_ev": 3.661, "total_charge": -1}

No. 3
{"formula": "C7H7Cl3F6N3O3", "method": "ωB97M-V/def2-TZVPD", "symbols": ["O", "O", "H", "F", "F", "Cl", "H", "H", "H", "C", "C", "C", "N", "H", "F", "N", "H", "H", "C", "F", "F", "Cl", "O", "F", "N", "Cl", "C", "C", "C"], "positions_angstrom": [[-3.356407, -1.369423, -2.021548], [0.886224, 2.839199, 0.777178], [2.376347, 1.011117, -2.569741], [-0.970374, -0.432252, -1.487602], [-0.816573, 2.331969, -1.894552], [1.464351, -2.895323, 1.165852], [1.672080, -3.255787, 3.479734], [1.060228, 0.084771, -2.656776], [2.658652, -1.240579, 0.113931], [0.346021, 1.965700, 0.151484], [-2.146449, 1.249459, -0.270698], [-1.005913, 2.240154, -0.583361], [1.503709, 0.804516, -2.092026], [-3.681225, -0.894759, 0.946437], [-1.357421, -0.785622, 0.630997], [0.955453, 0.623239, 0.166289], [3.633325, -0.463684, -1.124459], [1.354840, 0.412254, 1.075782], [-3.148388, -1.043823, -0.875593], [-1.411508, 3.427719, -0.147683], [-2.488195, 1.387967, 1.015637], [3.736611, -2.325783, 2.878676], [-3.964247, -1.337014, 0.136093], [-3.205415, 1.569287, -1.007633], [2.789116, -0.518629, -0.586197], [1.213266, -0.961981, 3.310971], [1.985772, -2.468247, 2.806742], [-1.850882, -0.262529, -0.509772], [1.767005, 0.308085, -0.828162]], "forces_ev_per_angstrom": [[0.5, 0.5, 1.9], [-0.9, -1.6, -0.9], [0.0, 0.2, -0.1], [0.5, 0.0, -0.6], [0.0, -0.3, -0.5], [-0.1, -0.2, 0.0], [-0.1, 0.0, 0.0], [-0.4, 0.0, 0.1], [0.5, 0.2, 0.4], [0.6, 1.4, 1.0], [0.1, -0.7, -0.2], [0.2, 0.2, 0.4], [0.7, 0.6, -0.1], [0.0, -0.1, 0.3], [0.4, -0.2, 0.4], [0.2, 0.7, -0.1], [0.0, -0.4, -0.5], [-0.3, -0.1, 0.3], [-0.6, -0.6, -2.0], [-0.1, 0.4, 0.2], [0.1, 0.1, 0.6], [-0.1, 0.0, 0.0], [0.2, 0.3, -0.2], [-0.2, 0.3, -0.5], [-0.8, 0.5, 0.1], [0.0, 0.0, 0.0], [0.2, 0.1, 0.1], [-1.3, -0.1, 0.3], [0.6, -1.1, -0.2]], "mulliken_charge": [-0.48, -0.42, 0.32, -0.30, -0.23, -0.13, 0.36, 0.26, -0.08, -0.03, 0.65, 0.82, -0.40, 0.40, -0.22, 0.22, 0.26, 0.09, 0.21, -0.27, -0.29, -0.08, -0.46, -0.31, -0.23, -0.10, 0.04, 0.81, 0.59], "lumo_energy_ev": -4.408, "total_charge": 1}

No. 4
{"formula": "C6H10N2", "method": "ωB97M-V/def2-TZVPD", "symbols": ["N", "H", "C", "H", "H", "H", "H", "H", "C", "H", "C", "C", "H", "H", "C", "C", "N", "H"], "positions_angstrom": [[1.114634, 0.953108, -2.520499], [-2.780069, -1.268066, -0.604677], [-0.143853, -0.439389, 1.264285], [0.952907, 2.288914, -2.621367], [0.303287, 0.630890, -3.283809], [3.448982, -0.278311, 2.464750], [1.991250, -1.123196, 3.045886], [-0.954347, -0.396371, -1.908891], [-0.324255, 0.095209, -1.074747], [-2.504919, 0.701145, -0.302558], [-0.904752, -0.506158, 0.100284], [2.214773, -0.433271, 2.148830], [1.588182, 0.973572, 0.282391], [-0.802747, -0.920323, 2.138167], [1.348103, 0.025575, 1.178231], [-2.447545, -0.424197, 0.036477], [0.702137, 0.734462, -1.297476], [-2.801768, -0.613591, 0.954724]], "forces_ev_per_angstrom": [[-2.1, 5.2, -5.5], [-0.4, 1.2, -0.3], [-1.6, -1.5, -1.2], [1.0, -5.0, 0.1], [2.2, 0.7, 2.1], [-3.5, 0.4, -2.1], [-0.8, 0.8, -1.9], [1.0, 1.3, -0.2], [-3.2, -4.0, -2.0], [-1.1, -2.5, 0.4], [1.6, 2.8, 3.5], [2.2, -0.2, 1.7], [-0.6, -3.6, 3.2], [2.4, 1.3, -1.1], [0.6, 1.2, 1.5], [3.3, 0.8, -3.4], [0.6, 1.2, 1.8], [-1.6, -0.2, 3.4]], "mulliken_charge": [-0.79, 0.29, -0.39, 0.28, 0.28, 0.18, 0.20, 0.11, -0.12, 0.31, 0.56, -0.65, 0.32, 0.17, -0.03, -1.20, 0.04, 0.44], "lumo_energy_ev": 0.184}